Entry 1:
ORCA calculation (ωB97M-V/def2-TZVPD) on a molecular structure, C45H41As2MnN9O8S.

XYZ file:
```
107
Properties=species:S:1:pos:R:3
Mn 0.981 0.017 -0.206
C 2.484 -0.305 -4.213
C 2.376 0.971 -4.748
C 1.655 1.916 -4.050
C 1.083 1.601 -2.824
N 1.254 0.383 -2.272
C 1.915 -0.549 -2.988
N 0.310 2.625 -2.265
C -0.359 2.571 -1.199
N -0.465 1.429 -0.303
C -1.005 1.960 0.973
N -0.979 1.470 2.129
C -0.392 0.223 2.578
C -0.179 0.437 4.053
C 1.013 0.256 4.676
C 2.097 -0.152 3.901
C 1.941 -0.292 2.494
N 0.850 -0.090 1.826
C -1.515 3.307 0.662
C -2.234 4.168 1.469
C -2.547 5.412 0.943
C -2.133 5.782 -0.342
C -1.402 4.916 -1.136
C -1.114 3.671 -0.608
H 3.000 -1.104 -4.730
H 2.830 1.216 -5.700
H 1.491 2.915 -4.428
H 1.974 -1.534 -2.555
H -1.059 0.794 4.576
H 1.127 0.439 5.737
H 3.074 -0.323 4.336
H 2.810 -0.569 1.918
H -2.552 3.867 2.460
H -3.121 6.112 1.535
H -2.391 6.762 -0.720
H -1.079 5.192 -2.132
S 2.923 1.254 -0.036
C 3.886 -0.097 -0.562
N 5.182 -0.007 -0.915
N 5.653 1.170 -0.991
C 7.013 1.440 -1.322
C 7.425 2.760 -1.241
C 8.738 3.075 -1.551
C 9.618 2.073 -1.935
C 9.183 0.754 -2.012
C 7.874 0.426 -1.709
N 3.441 -1.362 -0.546
N 2.178 -1.501 -0.296
C 1.813 -2.884 -0.075
C 0.580 -3.347 -0.503
C 0.243 -4.685 -0.328
C 1.141 -5.560 0.261
C 2.379 -5.089 0.688
C 2.713 -3.754 0.536
H 5.037 1.966 -0.823
H 6.729 3.535 -0.935
H 9.073 4.102 -1.489
H 10.645 2.320 -2.173
H 9.871 -0.025 -2.317
H 7.519 -0.595 -1.765
H -0.100 -2.687 -1.016
H -0.720 -5.041 -0.672
H 0.879 -6.604 0.390
H 3.091 -5.768 1.141
H 3.682 -3.385 0.850
C 0.565 -3.648 4.048
O 0.259 -2.416 3.343
C -0.940 -2.361 2.788
O -1.706 -3.295 2.769
C -1.363 -0.964 2.375
C -2.615 -0.841 1.918
As -3.329 -2.384 0.851
C -4.862 -2.920 1.913
C -4.179 -1.042 -0.331
C -3.411 -0.121 -0.909
As -1.432 -0.197 -1.052
C -1.486 0.003 -2.989
C -3.909 1.150 -1.530
O -3.172 2.079 -1.751
O -5.206 1.105 -1.756
C -5.878 2.312 -2.210
C -5.687 -0.925 -0.255
O -6.171 -0.444 0.727
O -6.438 -1.474 -1.204
C -5.810 -2.037 -2.370
C -3.442 0.434 2.001
O -3.557 1.268 1.151
O -4.116 0.567 3.152
C -4.082 -0.381 4.242
H 1.631 -3.612 4.241
H 0.311 -4.504 3.437
H 0.007 -3.676 4.981
H -4.463 -3.394 2.805
H -5.430 -3.657 1.348
H -5.503 -2.079 2.159
H -2.460 -0.369 -3.291
H -0.707 -0.592 -3.447
H -1.407 1.044 -3.286
H -6.448 2.039 -3.089
H -5.153 3.084 -2.438
H -6.541 2.626 -1.411
H -6.607 -2.506 -2.932
H -5.072 -2.788 -2.100
H -5.350 -1.256 -2.972
H -3.430 0.004 5.023
H -5.096 -0.443 4.620
H -3.750 -1.367 3.931
```

Summary:
- Spin multiplicity: 4
- LUMO (alpha / beta): -6.3 / -6.7 eV
- F_max: 0.018 hartree/bohr
- HOMO level (alpha / beta): -12.4 / -12.7 eV
- Calculated total energy: -240936.1223 eV
- Total charge: +2
- Relative energy (zero: lowest compared OMol25 entry of this formula, charge and spin): 136.0 kJ/mol

Entry 2:
ORCA calculation (ωB97M-V/def2-TZVPD) on a molecular structure, C17H22F6FeN3O5S3.

XYZ file:
```
57
Properties=species:S:1:pos:R:3
Fe -0.347 0.046 0.475
C 0.159 -3.936 0.131
C -0.483 -2.898 -0.747
C -1.581 -2.161 -0.279
C -2.225 -1.239 -1.107
C -1.757 -1.016 -2.397
C -0.675 -1.744 -2.864
C -0.054 -2.684 -2.050
H 0.454 -3.503 1.090
H 1.032 -4.373 -0.350
H -0.552 -4.738 0.336
H -2.002 -2.406 0.691
H -3.124 -0.738 -0.765
H -2.249 -0.298 -3.038
H -0.322 -1.589 -3.875
H 0.767 -3.273 -2.441
F -2.953 3.507 2.319
C -1.905 2.717 2.339
F -1.545 2.514 3.602
F -2.286 1.505 1.812
S -0.472 3.320 1.298
O 0.337 2.113 1.157
O 0.117 4.404 1.993
N -1.222 3.742 0.000
S -1.331 2.847 -1.285
O -1.007 1.442 -1.032
O -0.761 3.420 -2.449
C -3.174 2.741 -1.517
F -3.665 2.093 -0.447
F -3.407 2.014 -2.606
F -3.771 3.906 -1.630
O 1.539 -0.558 -0.113
S 2.798 -1.136 -0.721
C 3.779 -1.692 0.731
C 4.994 -0.777 0.853
C 4.574 0.588 0.314
C 3.878 0.303 -1.008
H 4.035 -2.743 0.604
H 3.090 -1.594 1.569
H 5.819 -1.170 0.257
H 5.331 -0.715 1.887
H 5.434 1.242 0.171
H 3.884 1.082 1.002
H 4.582 0.013 -1.790
H 3.242 1.112 -1.365
C -1.030 -0.092 6.088
N -0.397 -0.238 4.788
C 0.888 0.126 4.479
C 1.033 -0.089 3.144
N -0.150 -0.579 2.633
C -0.988 -0.635 3.654
H -0.324 -0.361 6.869
H -1.899 -0.741 6.147
H -1.348 0.940 6.233
H 1.583 0.488 5.217
H 1.888 0.075 2.512
H -2.007 -0.982 3.601
```

Summary:
- Spin multiplicity: 5
- LUMO (alpha / beta): -2.1 / -3.1 eV
- F_max: 0.020 hartree/bohr
- HOMO level (alpha / beta): -12.2 / -12.2 eV
- Calculated total energy: -115886.1148 eV
- Total charge: +1